This record from the Open Molecules 2025 dataset describes C16H32N3O3PtSSi2 as an isolated structure in a non-equilibrium geometry. The level of theory is ωB97M-V/def2-TZVPD.

The value obtained for the total energy is -57566.654 eV. The largest force on an atom comes out at 1.12 eV/Å. As for the LUMO energy: 2.378 eV. The calculation puts the energy relative to the best compared isomer or geometry (same formula, charge and spin) at 0.0 kJ/mol. Its total charge is -1.

Each line ends with the natural charge from an NBO analysis.
Element x y z (Å)
Pt  0.04  0.38  0.41  0.84
N  -0.84  2.14  1.16  -0.80
C  0.09  2.92  2.01  -0.36
C  1.44  2.24  2.17  0.76
O  2.19  2.64  3.06  -0.68
O  1.73  1.38  1.26  -0.77
H  -1.18  2.75  0.42  0.42
H  -1.64  1.83  1.68  0.40
H  -0.35  3.17  2.98  0.21
H  0.29  3.86  1.50  0.22
C  3.15  0.53  -1.26  -1.14
Si  2.51  -1.22  -1.04  1.83
C  2.55  -1.97  -2.78  -1.13
C  3.76  -2.13  0.04  -1.14
N  0.92  -1.22  -0.39  -1.11
C  0.18  -2.38  -0.19  0.24
C  0.62  -3.67  -0.48  -0.30
C  -0.18  -4.79  -0.27  -0.26
C  -1.45  -4.63  0.24  -0.25
C  -1.92  -3.34  0.52  -0.30
C  -1.15  -2.21  0.30  0.11
N  -1.56  -0.87  0.54  -1.12
Si  -3.15  -0.67  1.18  1.84
C  -3.74  1.12  1.40  -1.13
C  -4.48  -1.33  0.01  -1.13
C  -3.36  -1.40  2.90  -1.14
H  4.20  0.48  -1.59  0.22
H  3.10  1.08  -0.32  0.27
H  2.57  1.06  -2.01  0.21
H  3.52  -1.78  -3.24  0.22
H  1.78  -1.50  -3.40  0.23
H  2.37  -3.05  -2.80  0.23
H  4.78  -1.97  -0.33  0.22
H  3.58  -3.20  0.10  0.23
H  3.70  -1.72  1.06  0.24
H  1.62  -3.81  -0.88  0.19
H  0.20  -5.78  -0.50  0.19
H  -2.09  -5.48  0.42  0.19
H  -2.93  -3.26  0.92  0.19
H  -3.62  1.76  0.52  0.23
H  -3.35  1.64  2.28  0.21
H  -4.82  1.02  1.58  0.24
H  -4.36  -0.84  -0.96  0.23
H  -5.48  -1.07  0.39  0.21
H  -4.46  -2.40  -0.16  0.23
H  -2.58  -1.02  3.55  0.24
H  -3.30  -2.49  2.93  0.24
H  -4.33  -1.10  3.32  0.22
C  2.26  4.02  -0.68  -0.83
S  0.78  3.39  -1.49  1.28
C  1.21  3.98  -3.13  -0.83
O  -0.35  4.26  -1.02  -1.02
H  2.19  5.11  -0.65  0.22
H  3.14  3.69  -1.24  0.23
H  2.32  3.60  0.32  0.26
H  2.22  3.63  -3.39  0.23
H  1.16  5.07  -3.14  0.23
H  0.49  3.56  -3.84  0.23